{"formula": "C26H40Cl3N4O3SiTl", "method": "wB97M-V/def2-TZVPD", "elements": ["C", "C", "H", "H", "H", "C", "C", "H", "H", "H", "H", "Tl", "Cl", "Cl", "H", "H", "C", "C", "N", "H", "C", "O", "H", "H", "H", "H", "H", "H", "C", "C", "N", "H", "C", "O", "H", "H", "H", "H", "O", "C", "C", "C", "H", "C", "H", "C", "H", "C", "C", "H", "H", "H", "Si", "Cl", "C", "C", "C", "H", "H", "H", "H", "H", "H", "H", "H", "H", "N", "C", "C", "C", "C", "C", "N", "C", "H", "H", "H", "H"], "coordinates": [[-1.5817, -1.9927, -2.6375], [-1.1638, -3.0231, -1.6374], [-1.2942, -2.2912, -3.6505], [-1.1408, -1.0022, -2.4363], [-2.6778, -1.8724, -2.6162], [-0.6868, -4.2409, -1.9359], [-0.5051, -4.7764, -3.3117], [-0.4301, -4.9276, -1.1271], [-0.7358, -4.0574, -4.1050], [-1.1449, -5.6561, -3.4557], [0.5287, -5.1131, -3.4589], [-0.4519, 0.3634, 0.4604], [-2.8330, 0.2644, 1.1042], [-0.2147, 1.6184, -1.6773], [0.5749, 4.8034, 4.1256], [-1.5285, 5.8004, 2.9313], [0.9301, 4.4716, 3.1413], [-1.0849, 5.4263, 1.9982], [-0.2168, 4.2778, 2.2552], [1.4909, 3.5376, 3.2260], [-0.4715, 3.1107, 1.6778], [0.2848, 2.1031, 1.7936], [-1.8728, 5.0794, 1.3180], [-1.3983, 3.0641, 1.0781], [1.5648, 5.2734, 2.7427], [-0.5213, 6.2483, 1.5346], [1.4408, -1.5305, -2.4800], [2.2940, -3.6440, -1.2914], [2.2597, -0.9494, -2.0290], [3.1456, -3.0063, -0.9992], [2.7222, -1.6257, -0.8286], [1.9066, 0.0580, -1.7913], [2.6689, -1.0570, 0.3936], [2.1883, 0.0670, 0.6363], [3.5607, -3.3684, -0.0498], [3.0916, -1.6930, 1.2007], [3.0826, -0.9096, -2.7588], [3.9075, -3.0755, -1.7904], [-0.1386, -1.7304, 0.0148], [-1.2192, -2.5666, -0.1894], [0.0228, -4.0570, 1.4831], [-1.1769, -3.6546, 0.8909], [0.9503, -3.5636, 1.1838], [0.0097, -5.0590, 2.4572], [-2.1828, -2.0376, -0.0615], [-2.3866, -4.2205, 1.3002], [0.9545, -5.3628, 2.9104], [-1.1925, -5.6721, 2.8226], [-2.3957, -5.2457, 2.2461], [-3.3025, -3.8344, 0.8427], [-1.1893, -6.4832, 3.5525], [-3.3430, -5.7082, 2.5254], [-0.4996, 4.9525, -4.7993], [-0.7430, 3.4733, -6.2362], [1.3290, 4.9663, -4.3970], [-1.6033, 4.4460, -3.3833], [-1.0553, 6.5806, -5.5500], [1.6465, 3.9771, -4.0410], [1.5530, 5.7054, -3.6166], [1.9176, 5.2169, -5.2904], [-0.4505, 6.8376, -6.4299], [-0.9597, 7.3934, -4.8168], [-2.1063, 6.5234, -5.8640], [-1.3015, 3.4578, -3.0062], [-2.6502, 4.3871, -3.7113], [-1.5371, 5.1599, -2.5516], [3.5449, 0.4871, 6.2060], [2.6027, 0.0552, 5.6594], [1.4361, -0.4615, 4.9906], [0.4239, -1.1223, 5.7067], [-0.7033, -1.5727, 5.0246], [-0.7896, -1.2956, 3.6467], [0.1639, -0.6529, 2.9890], [1.2764, -0.2848, 3.6069], [0.5360, -1.2644, 6.7866], [-1.5126, -2.1090, 5.5075], [-1.6639, -1.5853, 3.0597], [2.0477, 0.1700, 2.9820]], "e_homo_ha": -0.307, "energy_ev": -89855.742, "max_force_ev_per_a": 2.639, "e_above_lowest_ev": 0.000, "orbital_gap_ev": 7.92}

=====

{"formula": "C26H40FN2O8", "method": "wB97M-V/def2-TZVPD", "elements": ["C", "C", "O", "C", "C", "O", "O", "C", "O", "C", "C", "N", "C", "O", "C", "N", "C", "C", "C", "C", "C", "C", "C", "C", "C", "C", "C", "C", "O", "C", "C", "C", "C", "O", "F", "C", "O", "H", "H", "H", "H", "H", "H", "H", "H", "H", "H", "H", "H", "H", "H", "H", "H", "H", "H", "H", "H", "H", "H", "H", "H", "H", "H", "H", "H", "H", "H", "H", "H", "H", "H", "H", "H", "H", "H", "H", "H"], "coordinates": [[7.3470, -3.8421, 0.6812], [8.1656, -2.6906, 0.1059], [7.4029, -1.4879, 0.0721], [8.0805, -0.3822, 0.6280], [7.5091, 0.9150, 0.0986], [6.0913, 0.7960, -0.0258], [5.6635, 2.0080, -0.6727], [4.8669, 2.6486, 0.2421], [5.2853, 3.4192, 1.0458], [3.4099, 2.3222, 0.1269], [2.7767, 1.5372, 1.0743], [3.4797, 0.9880, 2.1931], [3.5081, -0.2456, 2.1632], [3.5400, -1.3799, 2.1393], [1.4256, 1.3018, 0.9321], [0.7175, 1.7749, -0.1125], [-0.7319, 1.4406, -0.1486], [-1.6736, 2.6333, -0.0244], [-3.1152, 2.1092, -0.2276], [-4.1247, 2.6094, 0.8312], [-5.2279, 1.5404, 1.0328], [-5.1117, 0.7856, 2.3635], [-4.1991, -0.4466, 2.3323], [-4.3215, -1.3575, 1.0964], [-5.7530, -1.6474, 0.5976], [-5.8409, -1.5254, -0.9391], [-5.8290, -2.8704, -1.7035], [-4.8536, -3.8993, -1.1790], [-3.5620, -3.5720, -1.6758], [-2.4863, -4.0319, -0.8790], [1.3255, 2.5071, -1.0817], [0.5594, 2.9928, -2.2933], [1.1970, 2.5769, -3.6002], [1.8604, 3.2420, -4.3068], [0.8847, 1.3171, -3.9062], [2.6796, 2.8038, -0.9538], [3.3473, 3.5244, -1.8937], [8.0260, -4.5484, 1.1496], [6.7712, -4.3597, -0.0792], [6.6702, -3.4429, 1.4327], [9.0648, -2.5890, 0.7126], [8.4534, -2.9211, -0.9196], [9.1331, -0.4251, 0.3428], [8.0139, -0.4053, 1.7207], [7.9508, 1.1879, -0.8568], [7.7276, 1.7054, 0.8180], [0.8998, 0.7225, 1.6727], [-0.9273, 0.8127, 0.7140], [-0.9701, 0.8280, -1.0145], [-1.4989, 3.4012, -0.7723], [-1.5597, 3.1079, 0.9480], [-3.4507, 2.3214, -1.2400], [-3.0881, 1.0230, -0.1283], [-4.5660, 3.5437, 0.4986], [-3.5593, 2.7557, 1.7495], [-6.1799, 2.0695, 1.0449], [-5.2444, 0.8972, 0.1579], [-6.1120, 0.4994, 2.6773], [-4.7055, 1.4807, 3.0960], [-4.3041, -1.0354, 3.2412], [-3.1681, -0.0710, 2.3416], [-3.8920, -2.3183, 1.3883], [-3.6766, -1.0064, 0.2949], [-6.4941, -0.9682, 1.0105], [-6.0305, -2.6478, 0.9165], [-5.0454, -0.8982, -1.3395], [-6.7735, -1.0246, -1.1969], [-6.8498, -3.2426, -1.7585], [-5.5256, -2.6471, -2.7251], [-5.1494, -4.8685, -1.5976], [-4.8724, -4.0190, -0.0961], [-1.8528, -3.1779, -0.6344], [-2.8075, -4.4925, 0.0555], [-1.9061, -4.7728, -1.4280], [0.4476, 4.0726, -2.2462], [-0.4351, 2.5660, -2.3078], [3.1934, 4.4723, -1.7759]], "e_homo_ha": -0.422, "energy_ev": -49677.159, "max_force_ev_per_a": 1.591, "total_charge": 1, "e_above_lowest_ev": 0.518, "orbital_gap_ev": 6.97, "smiles": "CCOCCOOC(=O)c1c([N+]#C[O-])c[n+](CCCCCCCCCCCCOC)c(CC(=O)F)c1O"}

=====

{"formula": "C26H40IrN4SbSi3", "method": "wB97M-V/def2-TZVPD", "elements": ["Ir", "C", "C", "C", "C", "C", "C", "N", "C", "C", "C", "C", "C", "C", "N", "N", "C", "C", "C", "C", "C", "N", "H", "H", "H", "H", "H", "H", "H", "H", "H", "H", "H", "H", "H", "C", "Si", "C", "C", "Sb", "Si", "C", "C", "C", "Si", "C", "C", "C", "H", "H", "H", "H", "H", "H", "H", "H", "H", "H", "H", "H", "H", "H", "H", "H", "H", "H", "H", "H", "H", "H", "H", "H", "H", "H", "H"], "coordinates": [[-0.5304, -0.0799, 1.5591], [-3.3352, 2.9662, -2.3250], [-2.3257, 3.4353, -1.4955], [-1.8587, 2.6513, -0.4518], [-2.4791, 1.4345, -0.2054], [-3.4943, 0.9497, -1.0249], [-3.8962, 1.7126, -2.1088], [-2.1351, 0.7379, 0.9949], [-3.1939, 0.6749, 1.9402], [-4.4091, 1.3558, 1.8185], [-5.3519, 1.2303, 2.8233], [-5.1130, 0.4531, 3.9579], [-3.8974, -0.1870, 4.1246], [-2.9589, -0.0460, 3.1208], [-1.6368, -0.5104, 3.1657], [-1.1985, -1.1592, 4.1444], [0.1643, -1.4524, 3.9572], [0.8359, -2.1016, 4.9721], [2.2009, -2.3092, 4.8327], [2.8357, -1.8718, 3.6798], [2.0968, -1.2681, 2.6814], [0.7774, -1.0472, 2.7982], [-3.6841, 3.5774, -3.1466], [-1.8948, 4.4132, -1.6635], [-1.0813, 3.0032, 0.2144], [-3.9551, -0.0078, -0.8161], [-4.6711, 1.3418, -2.7659], [-4.6064, 1.9847, 0.9645], [-6.2912, 1.7582, 2.7309], [-5.8708, 0.3731, 4.7249], [-3.6681, -0.7614, 5.0111], [0.2859, -2.4071, 5.8502], [2.7594, -2.8029, 5.6164], [3.8982, -2.0116, 3.5384], [2.5426, -0.9569, 1.7499], [-0.0046, 2.0262, -3.6722], [0.2870, 0.2503, -3.2379], [-1.2424, -0.7321, -3.6387], [1.8206, -0.3332, -4.1006], [0.8788, -0.1587, -0.6970], [2.7802, 1.5806, -0.2518], [3.2829, 1.5712, 1.5497], [2.0210, 3.2403, -0.6205], [4.2323, 1.1867, -1.3465], [1.4572, -2.7146, -0.9003], [-0.1137, -3.4240, -1.6135], [2.9744, -2.9329, -1.9673], [1.7587, -3.5591, 0.7342], [-0.0099, 2.0861, -4.7654], [0.7707, 2.7039, -3.3221], [-0.9708, 2.3679, -3.3186], [-1.7054, -0.3034, -4.5320], [-1.9738, -0.6820, -2.8306], [-1.0314, -1.7773, -3.8552], [1.6892, -0.1505, -5.1716], [2.0198, -1.3944, -3.9712], [2.6993, 0.2268, -3.7794], [2.4421, 1.3783, 2.2171], [3.6736, 2.5591, 1.8071], [4.0786, 0.8525, 1.7552], [1.4890, 3.6290, 0.2505], [1.3374, 3.2370, -1.4654], [2.8296, 3.9409, -0.8484], [4.4877, 0.1265, -1.3223], [5.1120, 1.7490, -1.0218], [4.0369, 1.4724, -2.3813], [-0.0979, -3.4595, -2.7019], [-0.9991, -2.8684, -1.3003], [-0.2255, -4.4509, -1.2559], [2.7178, -3.1991, -2.9928], [3.5783, -3.7526, -1.5704], [3.5995, -2.0404, -1.9897], [0.9909, -3.3499, 1.4790], [2.7433, -3.3403, 1.1478], [1.7261, -4.6343, 0.5341]], "e_homo_ha": [-0.507, -0.506], "energy_ev": -66568.931, "max_force_ev_per_a": 0.830, "total_charge": 2, "e_above_lowest_ev": 0.329, "orbital_gap_ev": [5.40, 6.10]}